The following is a DFT calculation (ωB97M-V/def2-TZVPD) of an isolated molecule of C5H9NO.

XYZ file:
```
16
Properties=species:S:1:pos:R:3:forces:R:3:mulliken_charge:R:1
C -1.5421 -0.8015 0.2344 -0.04 -0.08 -0.04 -1.2827
C -1.0578 0.5575 0.7227 -0.19 0.02 -0.05 0.1840
N 0.0152 0.6523 1.7120 0.19 -0.16 0.16 -0.6659
C 0.2393 1.1956 0.3667 0.02 0.13 -0.22 -0.2530
C 1.2229 0.6612 -0.6392 0.06 0.17 0.25 0.1183
C 1.5211 -0.7460 -0.9142 0.15 -0.26 0.17 -0.4960
O 0.7176 0.0101 -1.8019 -0.12 0.02 -0.27 -0.4185
H -1.0997 -1.0979 -0.7213 -0.11 0.09 0.22 0.3215
H -2.6301 -0.7751 0.0985 0.26 -0.01 0.01 0.3216
H -1.3349 -1.5789 0.9860 -0.04 0.20 -0.21 0.3062
H -1.8641 1.2623 0.9185 0.11 -0.11 0.05 0.3556
H 0.4619 -0.2582 1.8122 -0.01 0.10 -0.12 0.2888
H 0.2601 2.2853 0.3871 -0.07 -0.17 -0.06 0.3683
H 2.0198 1.3707 -0.8693 -0.11 -0.10 0.04 0.3911
H 2.5018 -1.0198 -1.3040 -0.13 0.06 0.13 0.2852
H 1.0063 -1.5331 -0.3643 0.04 0.12 -0.07 0.1754
```
Positions in Å, forces in eV/Å.

Summary:
- Energy relative to the best compared isomer or geometry (same formula, charge and spin): 74.34 kcal/mol
- SMILES: C[C@H]1N[C@H]1[C@H]1CO1
- Total charge: 0
- HOMO energy: -0.3433 Eh
- Frontier orbital gap: 10.436 eV
- E: -325.819083 Eh


The following is a DFT calculation (ωB97M-V/def2-TZVPD) of C16H37N3O11V as an isolated structure.

XYZ file:
```
68
Properties=species:S:1:pos:R:3:forces:R:3:mulliken_charge:R:1
O 7.1332 -17.8340 12.1461 0.53 0.24 0.06 -0.2361
V 6.5204 -18.7220 13.2925 0.20 1.05 2.67 1.1028
C 3.9374 -17.7819 13.8664 7.58 -1.70 5.08 1.0226
O 4.9857 -17.0906 13.7737 2.08 8.01 -3.55 -0.6240
O 4.3027 -18.8966 13.5983 -2.38 -10.51 -7.89 -0.6690
O 3.8187 -17.8426 15.1088 -6.65 3.49 6.09 -0.3726
C 6.9338 -19.1121 15.9728 -9.17 6.22 0.37 0.9339
O 6.6527 -19.8750 15.1068 2.13 -13.49 -10.14 -0.6843
O 5.8511 -18.9938 16.6124 0.57 0.08 8.32 -0.6585
O 7.1644 -18.0356 15.3302 5.86 6.72 -2.40 -0.7641
C 6.4622 -15.0018 9.7179 1.49 0.45 1.82 -0.8910
O 7.2777 -15.0425 10.9686 -3.38 -1.14 -0.63 -0.2132
C 8.6229 -14.9098 10.8680 1.51 -0.16 -1.73 -0.5903
C 9.3777 -15.0921 12.1734 -1.40 0.49 0.47 -0.4624
N 9.1809 -13.9932 13.0929 0.56 2.28 0.36 -0.3048
C 9.8297 -12.7308 12.6300 -1.00 -1.68 0.12 -0.3854
C 9.9002 -11.6526 13.6206 0.20 0.92 1.82 -0.6512
O 8.6299 -11.0234 13.8949 0.58 -0.19 0.48 -0.3033
C 8.7216 -10.1015 14.9709 -1.05 0.38 0.14 -0.7975
H 6.8115 -15.6661 8.9274 0.53 -0.03 0.08 0.3267
H 6.5055 -13.9548 9.4180 -0.21 0.00 -0.50 0.3437
H 5.4353 -15.3031 9.9248 0.21 0.15 0.55 0.2417
H 8.7979 -13.9730 10.3389 0.65 0.86 0.40 0.5109
H 9.0978 -15.5891 10.1600 -0.22 -0.93 -0.34 0.3867
H 10.4327 -15.2513 11.9506 0.12 0.16 0.12 0.3374
H 9.0046 -15.9345 12.7558 -0.05 -0.52 -0.63 -0.0327
H 8.2036 -13.7567 13.1881 -0.36 -0.65 0.18 0.2655
H 9.2822 -12.2202 11.8376 0.36 -0.55 -1.12 0.2158
H 10.8254 -13.1356 12.4489 0.31 0.98 -0.77 0.2978
H 10.5572 -10.8665 13.2486 0.30 0.13 -0.13 0.3812
H 10.3386 -12.0512 14.5356 -0.08 0.09 0.40 0.3849
H 8.7336 -10.5010 15.9850 0.72 -0.89 -0.07 0.3098
H 7.7885 -9.5446 15.0563 -0.23 0.08 -0.74 0.2801
H 9.5013 -9.3457 14.8759 0.39 -0.18 -0.27 0.2987
C 7.1161 -19.6818 9.2934 -0.60 0.35 0.23 -1.2287
C 5.7007 -19.4983 9.9509 0.24 -0.25 -2.90 0.1362
C 4.5587 -20.3093 9.1599 -0.07 0.71 0.62 -0.7886
O 3.3325 -20.1269 9.8452 -1.78 -0.95 0.57 -0.2545
C 2.2473 -21.0631 9.4672 1.20 1.48 -1.69 -0.8702
N 5.7152 -19.9874 11.2673 0.22 -1.07 1.88 -0.2874
H 7.5104 -20.6743 9.5114 0.15 -0.05 0.15 0.3469
H 7.7663 -18.8942 9.6741 0.11 -0.27 0.52 0.0180
H 7.2042 -19.5450 8.2156 -0.70 -0.11 -0.18 0.4990
H 5.5792 -18.4169 10.0136 -0.79 0.02 -0.38 0.2663
H 4.7020 -21.3888 9.2084 0.99 -0.22 -0.18 0.3295
H 4.4242 -20.0206 8.1174 0.29 0.22 -0.25 0.4688
H 1.3036 -20.8375 9.9638 0.57 -0.01 0.48 0.2617
H 2.4676 -22.1258 9.3662 0.59 -0.22 1.29 0.3466
H 2.0754 -20.8900 8.4048 -0.36 0.55 -0.36 0.3479
H 6.1586 -20.8922 11.1977 0.08 -0.43 0.45 0.2101
H 4.7558 -20.1701 11.5250 -0.39 0.11 0.52 0.3074
C 10.5089 -18.9918 12.4864 0.20 1.30 -1.52 -1.1321
C 9.7328 -20.1889 12.0478 0.02 -1.33 2.74 0.0359
C 10.5489 -21.4612 12.5946 -0.10 1.65 -1.69 -0.9325
O 10.6317 -21.3913 14.0520 -0.10 0.03 -2.94 -0.2614
C 10.7093 -22.6354 14.6332 -0.04 -1.57 1.77 -0.8824
N 8.4501 -20.2174 12.7664 -0.35 0.08 0.30 -0.3597
H 9.9430 -18.1925 12.0080 -0.04 0.77 0.99 -0.0808
H 11.4707 -18.9080 11.9805 0.27 -0.44 -0.08 0.4404
H 10.7176 -18.9015 13.5525 -0.63 0.06 -0.08 0.3708
H 9.3695 -20.1072 11.0234 1.17 -0.60 -0.44 0.3659
H 11.5294 -21.3781 12.1258 0.57 0.07 0.51 0.4712
H 10.1626 -22.3386 12.0759 -0.62 -0.68 1.12 0.4609
H 11.2188 -22.5504 15.5931 -0.04 0.34 0.14 0.2848
H 11.2477 -23.4535 14.1546 0.38 0.41 -0.92 0.3377
H 9.7412 -23.0814 14.8611 -0.47 0.24 -0.09 0.3222
H 7.9981 -21.0607 12.4428 -0.38 -0.25 0.31 0.1809
H 8.6644 -20.3583 13.7433 -0.33 -0.11 0.53 0.2692
```
Positions in Å, forces in eV/Å.

Summary:
- Total charge: -1
- HOMO energy (alpha / beta): -0.1024 / -0.1078 Eh
- Frontier orbital gap (alpha / beta): 5.068 / 5.214 eV
- E: -2567.285257 Eh
- Spin multiplicity: 3


The following is a DFT calculation (ωB97M-V/def2-TZVPD) of an isolated molecule of C20H22ClN3O3.

XYZ file:
```
49
Properties=species:S:1:pos:R:3:forces:R:3:mulliken_charge:R:1
C 8.8243 -0.9507 -1.0612 0.10 0.00 -0.19 -0.9027
N 7.6637 -0.8477 -0.2135 0.15 -0.05 0.34 -0.1333
C 6.4266 -0.6078 -0.7056 0.23 -0.04 0.01 0.6654
O 6.2218 -0.4809 -1.9004 -0.13 0.02 -0.13 -0.6904
C 5.3203 -0.4996 0.2951 -0.49 0.05 0.17 0.3132
C 5.4753 -0.5684 1.6776 0.10 0.00 -0.17 -0.5210
C 4.3696 -0.4327 2.4987 0.03 -0.02 -0.01 -1.0827
C 3.1066 -0.2239 1.9763 -0.07 0.02 0.04 -0.5391
C 2.9407 -0.1417 0.5967 0.37 -0.06 0.29 0.5957
N 1.6941 0.0515 -0.0019 -0.10 -0.15 -0.41 -0.0194
C 0.6319 0.7302 0.5648 -0.02 0.08 -0.32 0.6030
O 0.6683 1.2278 1.6701 0.13 0.05 0.38 -0.6841
N -0.4621 0.8566 -0.2541 -0.10 0.10 -0.01 0.0530
C -0.8329 -0.0218 -1.3402 -0.09 -0.27 -0.11 -0.5626
C -2.0735 -0.8469 -0.9775 -0.23 0.23 -0.11 -0.7202
C -3.2271 0.0762 -0.5855 0.44 0.16 0.13 -0.0972
O -4.3290 -0.7488 -0.2522 -0.17 -0.07 0.00 -0.4183
C -5.5791 -0.2267 -0.1948 -0.17 -0.12 0.06 0.5041
C -5.9358 1.0865 -0.4829 0.27 -0.03 -0.05 -0.2788
C -7.2577 1.4929 -0.4016 -0.08 -0.02 0.01 -0.8813
C -8.2485 0.6045 -0.0315 -0.06 0.05 0.00 -0.4606
C -7.9150 -0.7088 0.2586 0.13 0.05 -0.03 -0.4620
C -6.5983 -1.1154 0.1766 0.16 0.10 -0.03 0.4172
Cl -6.1737 -2.7498 0.5322 -0.04 -0.21 0.06 -0.2117
C -2.7754 0.9449 0.5909 -0.10 -0.01 -0.33 -0.4915
C -1.5322 1.7307 0.1814 -0.09 0.16 0.31 -1.1109
C 4.0497 -0.2909 -0.2276 0.04 0.01 0.04 -0.3345
H 9.2788 -1.9405 -0.9797 0.01 0.05 -0.05 0.2869
H 8.4941 -0.7885 -2.0860 0.10 -0.03 0.06 0.3343
H 9.5651 -0.1938 -0.7947 0.00 -0.04 -0.05 0.2869
H 7.8028 -0.9596 0.7759 -0.17 0.04 -0.11 0.1425
H 6.4409 -0.7198 2.1366 0.07 -0.01 0.04 0.2581
H 4.4929 -0.4896 3.5700 0.00 0.00 0.08 0.3562
H 2.2573 -0.1047 2.6266 -0.03 0.00 0.04 0.4694
H 1.7163 -0.0078 -1.0093 -0.09 0.05 0.17 0.2962
H -0.0210 -0.7073 -1.5799 -0.06 0.09 -0.04 0.3948
H -1.0494 0.5883 -2.2275 0.08 -0.10 0.00 0.1788
H -2.3665 -1.4676 -1.8246 -0.01 -0.03 -0.02 0.3959
H -1.8513 -1.5025 -0.1345 0.02 -0.05 0.03 0.2881
H -3.4834 0.7103 -1.4481 0.01 -0.05 0.07 0.2480
H -5.1882 1.8069 -0.7744 0.10 0.03 -0.01 0.3362
H -7.5059 2.5185 -0.6299 -0.02 0.08 -0.02 0.3630
H -9.2760 0.9258 0.0333 -0.10 0.03 0.01 0.3742
H -8.6707 -1.4210 0.5486 -0.05 -0.10 0.03 0.4326
H -3.5648 1.6314 0.8982 -0.01 0.01 0.03 0.4948
H -2.5403 0.2970 1.4368 -0.01 -0.03 0.03 0.2386
H -1.1575 2.3133 1.0233 -0.09 0.00 -0.18 0.5023
H -1.7781 2.4080 -0.6461 0.01 0.02 0.05 0.3439
H 3.9521 -0.2361 -1.3030 0.01 0.02 -0.09 0.4293
```
Positions in Å, forces in eV/Å.

Summary:
- Energy relative to the best compared isomer or geometry (same formula, charge and spin): 8.22 kcal/mol
- SMILES: CNC(=O)c1cccc(NC(=O)N2CCC(Oc3ccccc3Cl)CC2)c1
- Total charge: 0
- HOMO energy: -0.3138 Eh
- Frontier orbital gap: 9.137 eV
- E: -1625.564361 Eh


The following is a DFT calculation (ωB97M-V/def2-TZVPD) of an isolated molecule of C5H9NO2.

XYZ file:
```
17
Properties=species:S:1:pos:R:3:forces:R:3:mulliken_charge:R:1
O -2.8322 0.6377 -0.1022 -0.50 0.14 0.37 -0.5823
C -1.9498 -0.1683 0.0019 -0.04 0.61 -0.36 0.3075
O -1.8852 -1.2868 -0.6975 0.31 0.09 -0.23 -0.5515
C -0.6801 0.1014 0.8479 0.01 -0.59 -0.76 0.1711
C 0.0548 1.2994 0.1628 -1.69 -0.03 -0.68 -0.7287
C 0.9438 0.5851 -0.8493 1.60 1.38 -0.97 -0.5434
C 1.4137 -0.6266 -0.1442 -0.02 -2.25 1.71 -0.5135
N 0.1848 -1.0960 0.6012 0.63 1.11 -0.75 -0.5064
H -0.9078 -1.5062 -0.5312 -0.56 -0.75 0.26 0.4569
H -1.0192 0.2744 1.8730 0.42 -0.08 -0.04 0.3791
H -0.7545 1.9492 -0.3214 1.39 -0.65 0.81 0.3310
H 0.6965 1.8785 0.8282 -0.33 -0.05 0.18 0.3426
H 1.8501 1.1948 -1.0296 -0.46 -0.04 -0.13 0.3310
H 0.5531 0.3916 -1.8525 -0.52 -0.08 0.38 0.2960
H 1.8412 -1.4684 -0.7394 -0.53 0.74 0.10 0.2894
H 2.1731 -0.3968 0.6117 0.14 0.29 -0.20 0.3420
H 0.3176 -1.7631 1.3405 0.15 0.18 0.30 0.1791
```
Positions in Å, forces in eV/Å.

Summary:
- Energy relative to the best compared isomer or geometry (same formula, charge and spin): 13.78 kcal/mol
- SMILES: O=C(O)[C@@H]1CCCN1
- Total charge: 0
- HOMO energy: -0.3429 Eh
- Frontier orbital gap: 10.004 eV
- E: -401.154796 Eh